1.
Computed, not measured: a gas-phase ion, C3H6ClN2O (charge +1), with ωB97M-V/def2-TZVPD.

Positions of all 13 atoms, in Å:
N: -1.912 0.273 0.000
H: 0.498 1.473 -0.454
N: -0.294 -1.356 -0.718
Cl: 2.931 0.417 -0.608
C: 1.853 0.299 0.599
O: 0.862 -1.675 -1.041
H: -2.400 0.160 -0.845
H: 2.224 -0.031 1.577
H: -2.412 0.764 0.820
H: -0.060 1.277 1.158
C: -0.649 -0.271 -0.063
H: -1.090 -2.047 -0.858
C: 0.448 0.717 0.433

E_tot (hartree): -762.42396
E_HOMO (alpha / beta) (eV): -12.5 / -13.3
LUMO energy (alpha / beta) (Eh): -0.256 / -0.228
Net charge: +1
Largest force on an atom (eV/Å): 3.72
Relative energy (zero: lowest compared OMol25 entry of this formula, charge and spin) (kJ/mol): 555.2

Mulliken atomic charge list, values in e, 8 entries: atom 1 (N): -0.453, atom 2 (H): 0.281, atom 3 (N): 0.194, atom 4 (Cl): 0.092, atom 5 (C): -0.019, atom 6 (O): -0.523, atom 7 (H): 0.217, atom 8 (H): 0.350



2.
Computed, not measured: a molecular structure, C2H3FFeO, with ωB97M-V/def2-TZVPD.

Positions of all 8 atoms, in Å:
F: -0.286 1.157 1.615
H: 0.751 -0.374 -2.365
Fe: 0.808 -0.536 1.334
H: -1.743 -0.554 -1.857
O: 1.134 -0.083 -0.394
C: 0.309 -0.497 -1.363
C: -0.988 -0.169 -1.171
H: -0.921 0.932 -0.497

E_tot (hartree): -1516.66516
Spin multiplicity: 5
E_HOMO (alpha / beta) (eV): -8.3 / -8.2
LUMO energy (alpha / beta) (Eh): -0.064 / -0.071
Largest force on an atom (eV/Å): 4.30
Relative energy (zero: lowest compared OMol25 entry of this formula, charge and spin) (kJ/mol): 124.0

Quick look at the Mulliken charges, all values in e: atom 1 (F): -0.652, atom 2 (H): 0.279, atom 3 (Fe): 1.053, atom 4 (H): 0.301, atom 5 (O): -0.643, atom 6 (C): 0.016, atom 7 (C): -0.548, atom 8 (H): 0.194